# 1
DFT (wB97M-V/def2-TZVPD) results for C24H23CrN3O6Te as an isolated structure.

The geometry in XYZ format:
```
58
Properties=species:S:1:pos:R:3:lowdin_spin:R:1
H -4.433 1.050 -1.674 0.000
C 2.925 -0.703 -1.364 0.009
C -2.051 -1.201 0.234 0.008
H -2.231 2.937 6.768 0.000
H 0.839 -2.822 -5.212 0.000
C 0.246 1.744 4.790 0.000
H -0.025 3.105 -3.293 0.000
N 1.524 1.229 2.253 0.000
C -1.717 2.257 3.492 0.000
C -2.429 0.369 -1.398 0.009
H -1.377 4.087 -2.645 0.000
H 2.992 -1.718 -3.242 0.000
H 5.420 -2.164 -3.173 0.000
N 1.887 0.651 1.039 -0.026
C 3.708 -0.256 -0.266 0.005
H 5.666 -0.140 0.585 0.000
C 3.595 -1.381 -2.409 0.001
O -0.558 0.838 1.398 0.009
C -0.996 -2.069 0.907 0.005
O -1.218 3.126 -0.288 0.009
H -2.002 0.969 -2.190 0.000
Te -0.143 -2.568 -2.691 0.001
C 5.717 -1.168 -1.285 0.004
C 4.949 -1.620 -2.363 0.006
C 0.062 -3.373 -4.684 0.000
H -5.314 -0.377 0.179 0.001
C -3.779 0.399 -1.111 -0.001
H -0.877 -3.267 -5.225 0.000
H -2.702 -3.479 -3.019 0.000
N -1.570 -0.389 -0.716 -0.006
C -1.722 2.613 5.869 0.000
C 5.089 -0.494 -0.263 0.005
H 0.087 2.099 6.899 0.000
C -0.386 3.683 -2.444 -0.001
C -4.264 -0.398 -0.085 0.009
H 6.785 -1.341 -1.260 0.000
O 0.361 1.809 -1.216 0.017
C -2.371 2.671 4.642 0.000
H -2.191 2.294 2.519 0.000
C -0.410 1.784 3.565 -0.001
C 3.131 0.411 0.874 0.030
C -1.877 -3.811 -2.391 0.000
H -3.693 -1.895 1.380 0.000
H -2.164 -3.736 -1.342 0.000
Cr 0.370 0.130 -0.149 2.836
C -0.447 2.821 -1.187 0.006
C -0.413 2.153 5.940 0.000
C -3.386 -1.234 0.583 -0.002
C 0.223 1.268 2.329 0.002
H -1.635 -4.846 -2.622 0.000
H 0.336 -4.426 -4.640 0.000
O 0.208 -1.704 0.632 0.009
O -1.349 -3.017 1.586 0.009
H -3.391 3.031 4.587 0.000
H 0.297 4.516 -2.270 0.000
O 1.644 -0.524 -1.446 0.042
H 3.795 0.711 1.684 0.000
H 1.261 1.370 4.826 0.000
```

Values from the calculation:
lowest unoccupied orbital energy (spin up / spin down) = 2.261 / 2.256 eV
HOMO level (spin up / spin down) = -4.774 / -4.885 eV
multiplicity = 4
relative energy (zero: lowest compared OMol25 entry of this formula, charge and spin) = 39.11 kJ/mol
Kohn-Sham gap (spin up / spin down) = 7.04 / 7.14 eV
energy = -2856.78452 a.u.
total charge = -1



# 2
DFT (wB97M-V/def2-TZVPD) results for C24H23HfN8O5S3 as an isolated structure.

The geometry in XYZ format:
```
64
Properties=species:S:1:pos:R:3:nbo_charge:R:1
C 1.413 -0.928 3.419 0.085
H 2.290 -0.672 2.836 0.235
H 2.852 -4.104 -2.704 0.245
C 2.672 3.045 0.497 -0.337
N 0.239 -0.930 2.751 -0.618
H -3.907 2.429 -3.158 0.246
C -1.837 1.931 -2.893 -0.226
N 0.503 -2.347 -0.180 -0.623
C -0.887 -1.508 4.767 -0.232
Hf -0.033 -0.211 0.631 1.977
H -0.037 -3.362 1.664 0.255
C 1.590 -1.952 -2.412 -0.666
N 1.981 -3.852 -0.845 -0.299
C 0.316 -1.514 5.444 -0.097
C 3.002 -4.494 -1.703 -0.219
H -1.481 2.495 -3.743 0.252
H 4.652 -3.116 -1.321 0.260
C -3.589 1.172 -1.446 -0.191
H 4.530 -4.457 -0.166 0.252
C -2.191 -1.182 2.632 -0.269
C -0.898 -1.209 3.414 0.268
N 1.885 -5.438 1.092 0.532
C 1.483 -4.247 0.382 0.153
N 4.923 2.813 -0.754 -0.260
H 6.380 -6.223 -0.359 0.243
S 5.636 -5.011 -2.186 2.194
H 6.421 -7.681 -3.075 0.235
C 3.929 2.922 -0.190 0.263
H 2.805 -5.560 -1.736 0.256
C 6.862 -7.423 -2.115 -0.619
O 5.002 -5.331 -3.444 -0.951
C -3.028 -0.207 0.572 0.661
N -1.940 -0.673 1.292 -0.865
C 5.937 -6.515 -1.312 -0.667
C 1.489 -1.218 4.757 -0.239
S 2.268 0.426 -0.113 -0.234
C 2.321 4.319 1.063 0.260
N -1.324 0.535 -1.035 -0.598
H 7.030 -8.341 -1.553 0.232
H 4.964 -6.978 -1.131 0.236
H 7.825 -6.947 -2.288 0.235
C -2.633 0.510 -0.712 0.148
H -2.925 -0.557 3.150 0.250
C -3.182 1.892 -2.560 -0.099
O -4.185 -0.290 0.902 -0.547
H 0.343 -1.740 6.502 0.245
H -2.619 -2.191 2.609 0.233
H 0.130 1.268 -2.304 0.233
S 0.292 2.112 1.439 -0.146
O 2.745 -6.132 0.586 -0.374
N 2.041 5.334 1.521 -0.251
H -4.619 1.115 -1.124 0.270
C 1.363 -2.698 -1.146 0.476
C -0.935 1.248 -2.105 0.083
C 1.834 1.988 0.605 -0.190
H 1.409 -2.597 -3.272 0.257
C 0.570 -3.339 0.777 -0.009
H 0.897 -1.115 -2.466 0.245
H 2.605 -1.560 -2.477 0.265
C 4.403 -4.173 -1.209 -0.700
H -1.818 -1.724 5.272 0.246
H 2.448 -1.202 5.254 0.251
O 6.821 -4.200 -2.137 -0.923
O 1.306 -5.662 2.127 -0.331
```

Values from the calculation:
lowest unoccupied orbital energy = -4.008 eV
HOMO level = -11.378 eV
relative energy (zero: lowest compared OMol25 entry of this formula, charge and spin) = 0.00 kJ/mol
Kohn-Sham gap = 7.37 eV
energy = -2985.05083 a.u.
total charge = +1



# 3
DFT (wB97M-V/def2-TZVPD) results for C24H23KN6O7S as an isolated structure.

The geometry in XYZ format:
```
62
Properties=species:S:1:pos:R:3:nbo_charge:R:1
H -0.406 0.935 -5.282 0.239
H 4.623 3.334 0.863 0.408
C 1.152 -0.727 -3.894 0.732
O -1.771 2.120 0.426 -0.792
H -2.981 -1.592 3.549 0.236
C -2.755 -2.595 3.180 -0.707
H 4.664 -2.570 3.938 0.190
H -3.602 -2.913 2.572 0.220
H -2.028 -0.736 -3.369 0.211
C 4.438 0.768 -2.779 -0.683
C -4.640 1.352 -1.581 -0.241
C -0.222 -2.866 2.748 -0.300
C 2.235 -2.822 2.712 -0.423
C 0.643 0.668 -3.460 0.098
H -5.973 0.931 -3.212 0.193
H 3.125 -2.379 2.293 0.229
C -1.537 -2.451 2.274 0.569
C 4.292 1.331 -1.418 0.373
K -0.576 0.024 0.224 0.938
C 0.489 2.320 -1.885 0.043
H 5.224 0.009 -2.779 0.222
H -1.012 -4.236 4.210 0.185
N -2.445 0.434 -1.730 -0.454
C 4.646 -3.655 3.807 -0.253
O 3.438 -4.216 4.282 -0.516
H 4.706 1.568 -3.464 0.222
O -3.942 2.008 1.030 -0.740
C -4.039 0.018 -3.465 -0.285
C -0.339 3.097 -2.680 -0.262
C -0.171 1.388 -4.330 -0.244
C -0.665 2.620 -3.938 -0.190
N 4.683 2.515 -1.046 -0.315
H 0.740 2.657 -0.884 0.197
S 3.576 0.996 2.364 -0.359
O 2.050 -1.233 -3.187 -0.772
O -1.750 -1.928 1.184 -0.642
N 3.369 -0.715 -0.426 -0.678
H 3.521 0.272 -3.094 0.296
C -0.109 -3.814 3.786 -0.137
N 0.984 1.139 -2.257 -0.452
H 2.697 -0.891 0.338 0.424
C 2.274 -3.742 3.721 0.335
C 0.995 -2.334 2.164 0.471
H -0.732 4.029 -2.298 0.212
O 1.025 -1.456 1.258 -0.773
H -1.319 3.187 -4.592 0.196
O 0.660 -1.154 -4.955 -0.757
C -4.982 0.787 -2.795 -0.194
H 4.802 -3.876 2.748 0.178
C -2.979 1.829 0.267 0.724
C 1.087 -4.273 4.271 -0.383
C -3.352 1.166 -1.081 0.123
H -4.258 -0.456 -4.413 0.204
C 3.913 1.373 0.769 0.211
C -2.791 -0.136 -2.884 0.041
H -5.335 1.929 -0.987 0.233
N 4.437 2.526 0.296 -0.391
H 2.837 -0.823 -1.304 0.426
H -2.636 -3.253 4.036 0.194
H 1.146 -5.014 5.057 0.200
H 5.444 -4.108 4.393 0.173
N 3.786 0.623 -0.360 -0.207
```

Values from the calculation:
lowest unoccupied orbital energy = 4.357 eV
HOMO level = -2.459 eV
relative energy (zero: lowest compared OMol25 entry of this formula, charge and spin) = 11.11 kJ/mol
Kohn-Sham gap = 6.82 eV
energy = -2781.88003 a.u.
total charge = -2



# 4
DFT (wB97M-V/def2-TZVPD) results for C24H23N3O5S in the gas phase.

The geometry in XYZ format:
```
56
Properties=species:S:1:pos:R:3:nbo_charge:R:1
S -3.118 -1.391 3.025 2.325
H -0.949 -0.049 3.441 0.225
C 3.277 1.455 -0.882 -0.237
H 3.928 -1.596 0.669 0.214
H 1.127 2.575 -2.898 0.219
H 0.296 1.555 1.548 0.212
H -1.793 0.919 -4.378 0.250
O -3.367 -0.248 3.855 -0.938
H 0.081 0.412 -0.611 0.212
C -2.554 1.984 -2.139 0.878
N 0.637 0.585 -3.185 -0.424
C 0.718 -1.227 2.789 -0.051
O -2.452 2.886 -2.923 -0.603
C 1.937 -0.765 3.268 -0.214
C -2.980 -0.838 1.330 -0.341
H -3.339 1.217 1.825 0.264
C 3.085 -0.895 2.508 -0.198
C 2.077 0.860 -1.243 0.053
C 0.671 -1.827 1.539 -0.176
H -2.325 -0.733 -3.957 0.234
H 1.765 -2.432 -0.191 0.216
H 1.049 2.069 -4.596 0.195
H -1.551 -2.876 3.707 0.418
H 1.985 -0.298 4.241 0.208
H 4.112 1.434 -1.567 0.208
H -2.641 -2.821 0.668 0.242
N -1.579 -1.976 3.258 -0.879
N -2.332 0.648 -2.402 -0.421
C -2.438 -1.419 -0.947 -0.234
C 3.410 2.072 0.350 -0.210
O -3.992 -2.522 3.104 -0.932
H -2.157 -2.139 -1.698 0.257
H -0.286 -1.111 4.683 0.207
H 4.027 -0.530 2.891 0.214
H 1.895 -0.887 -2.478 0.254
O -0.146 -1.517 -3.014 -0.639
C -2.878 0.876 -0.264 0.310
C -0.533 -1.047 3.616 -0.250
H -0.436 2.350 -3.668 0.239
C 1.012 0.893 -0.350 -0.244
C 1.137 1.527 0.872 -0.190
C -3.094 0.513 1.048 -0.247
H 2.724 0.479 -3.261 0.201
C 3.031 -1.495 1.261 -0.219
H -0.273 -2.188 1.163 0.213
C -1.753 0.137 -3.622 -0.303
C 1.820 -1.962 0.780 -0.206
H 2.438 2.611 2.179 0.215
C -0.329 -0.342 -3.281 0.672
C 2.338 2.118 1.225 -0.211
H 4.350 2.528 0.622 0.214
C 1.907 0.201 -2.589 -0.268
O -2.906 2.116 -0.834 -0.441
C 0.576 1.964 -3.615 -0.430
C -2.680 -1.787 0.367 -0.174
C -2.527 -0.069 -1.240 0.110
```

Values from the calculation:
lowest unoccupied orbital energy = 0.582 eV
HOMO level = -8.936 eV
relative energy (zero: lowest compared OMol25 entry of this formula, charge and spin) = 14.72 kJ/mol
SMILES = CN(Cc1ccccc1)C(=O)Cn1c(=O)oc2cc(S(=O)(=O)NCc3ccccc3)ccc21
Kohn-Sham gap = 9.52 eV
energy = -1867.06428 a.u.



Max |F| / hartree/bohr: 0.0167; 0.0201; 0.0155; 0.0215